(1)
{
  "formula": "C60H58F2N6OSiTeTi",
  "method": "the ωB97M-V functional and the def2-TZVPD basis",
  "homo_lumo_gap_ha": 0.2082,
  "charge": 0,
  "total_energy_ha": -4331.65621,
  "max_force_ev_per_a": 2.70,
  "homo_energy_ha": -0.2594,
  "de_lowest_kcal_mol": 39.7,
  "elements": ["Ti", "C", "Si", "C", "N", "C", "C", "C", "C", "C", "C", "C", "C", "C", "C", "C", "C", "C", "C", "C", "C", "C", "H", "H", "H", "H", "H", "H", "H", "H", "H", "H", "H", "H", "H", "H", "H", "H", "H", "H", "H", "H", "H", "H", "H", "H", "F", "C", "C", "C", "C", "C", "F", "C", "C", "C", "C", "C", "C", "N", "H", "H", "H", "H", "H", "H", "C", "C", "C", "C", "C", "C", "Te", "N", "C", "O", "C", "C", "C", "C", "C", "C", "C", "C", "C", "C", "C", "C", "C", "C", "C", "C", "H", "H", "H", "H", "H", "H", "H", "H", "H", "H", "H", "H", "H", "H", "H", "H", "H", "H", "H", "H", "H", "H", "H", "N", "C", "C", "C", "C", "N", "C", "C", "H", "H", "H", "H", "N", "C", "H"],
  "positions_angstrom": [[-1.023474, 0.209526, -0.438374], [-0.994084, 1.724386, 1.058714], [-2.662738, 1.555191, 1.858598], [-3.880292, 1.112717, 0.428018], [-3.571777, -0.144209, -0.295712], [-4.028267, -1.308735, 0.535980], [-4.935913, -2.292099, -0.197666], [-6.186811, -1.584542, -0.711135], [-5.797782, -0.315196, -1.495414], [-4.277431, -0.159748, -1.596253], [-2.689425, 0.349148, 3.307947], [-1.513264, -0.102815, 3.904126], [-1.552832, -0.879576, 5.052575], [-2.768876, -1.224904, 5.622897], [-3.950131, -0.788594, 5.039111], [-3.903676, -0.004671, 3.897341], [-3.376983, 3.179998, 2.542452], [-3.389264, 3.450421, 3.912245], [-3.837762, 4.668167, 4.401366], [-4.278812, 5.650348, 3.526137], [-4.283614, 5.399714, 2.161718], [-3.833237, 4.180032, 1.680637], [-0.218167, 1.513846, 1.793053], [-0.818818, 2.748957, 0.721158], [-3.822275, 1.933644, -0.295591], [-4.916570, 1.106671, 0.794428], [-4.593296, -0.926614, 1.390976], [-3.167755, -1.842787, 0.933613], [-5.209518, -3.073611, 0.512506], [-4.408752, -2.779325, -1.020962], [-6.801313, -1.310237, 0.149003], [-6.776765, -2.258771, -1.333790], [-6.214862, 0.570079, -1.012847], [-6.204829, -0.342432, -2.507617], [-4.066801, 0.772769, -2.117566], [-3.874400, -0.976937, -2.201626], [-0.550226, 0.159014, 3.478455], [-0.630064, -1.208800, 5.514046], [-2.799500, -1.817904, 6.527953], [-4.905634, -1.049631, 5.476409], [-4.832433, 0.353721, 3.463291], [-3.034004, 2.694232, 4.603150], [-3.840986, 4.856966, 5.467625], [-4.611292, 6.608656, 3.903466], [-4.636524, 6.157287, 1.473140], [-3.835347, 4.004863, 0.609005], [3.419385, 2.889044, -1.651387], [2.752575, 1.734620, -1.818041], [1.431203, 1.662936, -1.420365], [0.725857, 0.473590, -1.536632], [1.348273, -0.623673, -2.164596], [2.689862, -0.510782, -2.525023], [3.365960, -1.560816, -3.041827], [3.412689, 0.649209, -2.351806], [0.525558, -1.824268, -2.356935], [0.896926, -2.921498, -3.141100], [0.067887, -4.026746, -3.203737], [-1.114251, -4.031759, -2.477948], [-1.442951, -2.890519, -1.772392], [-0.670166, -1.807638, -1.732631], [0.968852, 2.541906, -0.987533], [4.459342, 0.690749, -2.614826], [1.816083, -2.908954, -3.702239], [0.356520, -4.881046, -3.801779], [-1.771232, -4.889290, -2.469345], [-2.355222, -2.838954, -1.192530], [8.862994, 4.722533, 1.702171], [7.467347, 4.163793, 1.767222], [6.367425, 4.956960, 1.473932], [5.072483, 4.454531, 1.518010], [3.935325, 5.375165, 1.169637], [4.867639, 3.113947, 1.876498], [2.871185, 2.317197, 1.882187], [0.333211, -0.717747, 0.734419], [1.620404, -1.144992, 0.935285], [2.630326, -0.478684, 0.785604], [1.722974, -2.564616, 1.420585], [1.674320, -3.635661, 0.538051], [1.757421, -4.934530, 1.016894], [1.864300, -5.165320, 2.380877], [1.928105, -4.096128, 3.262354], [1.862779, -2.795920, 2.784429], [2.379759, 3.090238, 3.832052], [2.952216, 2.412551, 4.909052], [2.628176, 2.729589, 6.215884], [1.707649, 3.739308, 6.463090], [1.140927, 4.419842, 5.401386], [1.462832, 4.114264, 4.077020], [0.797844, 4.918359, 2.991995], [5.966708, 2.294126, 2.156874], [5.847657, 0.833407, 2.512391], [7.247684, 2.838613, 2.105494], [8.845331, 5.775599, 1.425716], [9.457370, 4.180735, 0.964821], [9.360330, 4.625288, 2.668304], [6.519530, 5.993090, 1.192480], [4.309116, 6.318441, 0.771440], [3.334284, 5.583995, 2.055379], [3.294070, 4.913323, 0.418778], [1.571331, -3.457301, -0.524337], [1.743213, -5.762010, 0.319173], [1.895953, -6.180814, 2.753270], [2.029902, -4.269186, 4.325814], [1.904304, -1.949886, 3.460360], [3.657934, 1.614649, 4.710912], [3.076133, 2.183564, 7.036190], [1.438969, 3.996392, 7.479743], [0.420873, 5.209297, 5.587614], [-0.271129, 4.710666, 2.975148], [1.216044, 4.677983, 2.016776], [0.925152, 5.985311, 3.185421], [4.860133, 0.443923, 2.277946], [6.040724, 0.688077, 3.577940], [6.586231, 0.252422, 1.958929], [8.096964, 2.198902, 2.323505], [-2.294926, 4.369454, -6.443026], [-2.127603, 3.729418, -5.504451], [-1.938911, 2.938237, -4.336289], [-1.827076, 3.528191, -3.078448], [-1.726232, 2.723458, -1.964816], [-1.689074, 1.382222, -2.005473], [-1.747444, 0.827044, -3.231755], [-1.880134, 1.544481, -4.396116], [-1.832990, 4.603991, -2.978083], [-1.674917, 3.178236, -0.986137], [-1.705374, -0.253296, -3.270589], [-1.954112, 1.038638, -5.347767], [-1.326309, -2.355945, 1.466828], [-0.814004, -1.373575, 0.854777], [-0.724843, -2.846768, 2.128597]],
  "forces_ev_per_angstrom": [[0.58, -1.69, 2.03], [-0.53, 0.14, 0.15], [-0.20, 0.33, 0.06], [0.06, -0.01, 0.36], [0.12, 0.10, -0.20], [0.07, -0.40, 0.09], [-0.09, 0.29, 0.02], [0.09, -0.04, -0.05], [0.11, -0.06, 0.13], [-0.29, 0.04, -0.09], [0.07, 0.16, -0.30], [-0.02, 0.05, 0.01], [0.06, -0.04, 0.11], [-0.02, 0.04, -0.02], [-0.04, -0.01, -0.02], [-0.01, 0.02, -0.04], [0.17, -0.18, -0.15], [0.05, -0.11, -0.03], [0.00, 0.10, 0.03], [0.00, -0.03, 0.01], [-0.01, 0.08, -0.06], [0.01, -0.05, 0.01], [0.10, -0.04, -0.05], [-0.13, 0.10, 0.00], [0.04, 0.06, 0.06], [0.00, 0.02, -0.03], [0.00, 0.04, -0.04], [-0.02, 0.12, 0.09], [0.07, -0.05, -0.02], [-0.02, -0.06, 0.00], [-0.06, -0.04, -0.02], [-0.06, 0.02, 0.04], [-0.02, 0.03, -0.06], [0.02, 0.05, -0.01], [0.06, -0.04, 0.01], [0.07, 0.04, 0.00], [-0.01, -0.02, -0.02], [0.02, -0.01, -0.02], [0.02, -0.04, -0.01], [0.00, 0.00, 0.02], [-0.03, -0.01, 0.03], [-0.03, 0.02, 0.04], [0.03, -0.01, 0.01], [-0.04, -0.01, 0.01], [0.01, 0.02, -0.01], [-0.03, 0.05, -0.02], [0.09, 0.00, -0.06], [-0.19, -0.12, 0.04], [-0.21, 0.09, -0.06], [0.95, 0.02, -0.57], [0.02, 0.17, -0.11], [-0.14, 0.13, 0.04], [-0.05, -0.04, -0.04], [0.22, 0.07, -0.04], [0.10, -0.19, -0.21], [-0.09, -0.09, -0.02], [0.00, 0.09, 0.11], [0.01, -0.02, -0.07], [-0.15, -0.06, 0.06], [0.09, 0.35, -0.22], [0.12, 0.06, 0.11], [0.00, 0.02, -0.02], [0.05, 0.03, 0.08], [-0.02, -0.02, -0.01], [-0.03, 0.01, 0.02], [0.03, 0.01, 0.03], [-0.09, -0.07, 0.01], [0.03, 0.03, 0.00], [-0.01, -0.05, 0.04], [-0.01, 0.03, -0.04], [0.10, -0.04, -0.02], [-0.20, -0.04, -0.16], [0.18, 0.57, 0.69], [0.58, 0.14, -0.22], [0.37, -0.24, 0.23], [-0.64, -0.32, -0.35], [0.15, -0.07, 0.17], [0.01, 0.06, 0.03], [0.00, 0.08, -0.01], [0.01, -0.10, -0.02], [-0.02, 0.04, 0.06], [-0.02, 0.00, -0.12], [-0.01, -0.11, -0.28], [0.06, -0.09, 0.03], [0.00, 0.02, 0.02], [0.01, 0.04, -0.02], [0.01, -0.02, 0.05], [0.00, 0.05, -0.09], [0.05, -0.08, 0.04], [-0.04, -0.12, 0.01], [-0.01, 0.07, -0.06], [-0.02, 0.06, -0.03], [0.05, 0.01, 0.00], [0.05, 0.03, 0.01], [0.05, 0.03, -0.01], [0.00, 0.02, 0.00], [0.02, 0.01, 0.05], [-0.08, 0.03, -0.04], [-0.09, 0.04, 0.04], [0.01, 0.01, -0.04], [-0.06, -0.03, 0.03], [0.06, 0.00, 0.03], [-0.02, -0.04, 0.01], [0.04, -0.02, 0.05], [-0.01, -0.01, 0.01], [0.03, 0.01, 0.00], [-0.02, 0.00, 0.00], [0.01, 0.01, 0.02], [-0.15, -0.01, -0.06], [-0.07, 0.04, -0.03], [-0.02, 0.01, -0.05], [0.04, -0.10, 0.05], [-0.03, -0.04, 0.01], [0.03, -0.01, 0.03], [0.00, -0.02, 0.01], [0.01, -0.02, 0.03], [0.00, 0.26, -0.44], [0.18, -0.51, 0.93], [-0.17, 0.12, -0.53], [-0.02, -0.18, 0.37], [-0.51, 1.46, -2.09], [-0.12, -0.17, 0.17], [-0.13, 0.34, -0.29], [-0.05, -0.01, 0.08], [0.05, -0.04, 0.02], [0.05, 0.01, 0.02], [0.03, -0.07, 0.03], [-0.34, -0.35, 0.14], [-0.53, -0.21, 0.56], [0.26, 0.08, -0.19]]
}

(2)
{
  "formula": "C10H16N2O2S",
  "method": "the ωB97M-V functional and the def2-TZVPD basis",
  "homo_lumo_gap_ha": 0.2810,
  "charge": 0,
  "total_energy_ha": -1048.67597,
  "max_force_ev_per_a": 1.20,
  "homo_energy_ha": -0.2618,
  "de_lowest_kcal_mol": 108.4,
  "elements": ["C", "C", "C", "C", "C", "C", "C", "C", "C", "C", "N", "N", "O", "O", "S", "H", "H", "H", "H", "H", "H", "H", "H", "H", "H", "H", "H", "H", "H", "H", "H"],
  "positions_angstrom": [[-1.349528, 0.010203, 2.281934], [-2.109510, -2.105218, -0.415662], [-0.678139, 1.125827, 0.189298], [-1.692268, 0.727133, 1.222976], [0.478058, 0.207218, 0.023419], [-0.941713, -1.640016, -0.123453], [1.766361, 0.808327, 0.109870], [-3.087573, 1.223839, 1.009294], [1.272524, -2.032835, -0.626978], [4.100178, 0.582445, 0.194792], [-0.316180, 0.755208, -2.496158], [0.217495, -1.105125, -0.249635], [1.943598, 2.007477, 0.257595], [2.842628, -0.048324, 0.051692], [-1.521844, 1.420249, -1.476809], [-2.063677, -0.237967, 3.047794], [-0.340789, -0.331656, 2.440476], [-2.558981, -1.980596, -1.395513], [-2.707696, -2.633200, 0.311141], [-0.275383, 2.110769, 0.448046], [-3.072472, 2.235018, 0.608580], [-3.599011, 0.591031, 0.284178], [-3.651267, 1.214479, 1.937813], [1.861338, -1.598653, -1.432172], [1.933162, -2.228175, 0.216984], [0.818786, -2.965907, -0.960855], [4.175112, 1.069729, 1.169577], [4.241572, 1.338288, -0.580961], [4.845571, -0.204600, 0.103242], [0.226848, 1.493449, -2.937971], [-0.757210, 0.191571, -3.212540]],
  "forces_ev_per_angstrom": [[0.02, 0.04, 0.17], [-0.30, -0.24, -0.15], [0.37, -0.07, -0.42], [-0.14, 0.12, 0.17], [-0.24, 1.03, 0.50], [0.33, 0.18, -0.32], [0.44, -0.08, 0.05], [0.00, -0.16, 0.13], [0.78, -0.84, -0.37], [0.24, 0.33, 0.03], [-0.11, 0.34, -0.41], [-0.69, -0.19, 0.43], [0.07, -0.13, -0.08], [-0.49, 0.03, -0.01], [0.23, -0.26, -0.04], [-0.24, -0.01, 0.15], [0.29, -0.07, -0.09], [0.09, 0.12, -0.13], [-0.03, -0.05, 0.20], [-0.03, -0.27, 0.04], [-0.11, 0.16, -0.01], [-0.09, 0.00, -0.09], [-0.07, 0.02, 0.06], [-0.14, 0.01, 0.08], [-0.15, 0.08, -0.09], [-0.08, 0.16, 0.08], [0.06, -0.03, -0.09], [0.06, -0.07, 0.08], [-0.01, 0.02, 0.01], [-0.11, -0.20, 0.05], [0.05, 0.02, 0.03]]
}